Entry 1:
Molecular formula: C16H29F3NO
Method: DFT, wB97M-V/def2-TZVPD

spin multiplicity: 2
HOMO-LUMO gap (spin up / spin down): 9.2 / 9.9 eV

Geometry (Å):
C1 2.703 -1.221 1.252
C2 2.832 0.121 0.411
C3 4.391 0.279 0.046
C4 1.884 0.241 -0.846
C5 0.314 0.198 -0.579
C6 -0.365 0.959 -1.817
C7 -0.590 2.516 -1.625
C8 0.717 3.396 -1.638
F1 1.379 3.277 -0.407
F2 0.323 4.750 -1.696
F3 1.552 3.183 -2.722
C9 -0.107 -1.356 -0.753
C10 -1.612 -1.690 -0.358
C11 -2.422 -2.092 -1.698
C12 -1.565 -3.072 0.488
N1 -2.375 -0.615 0.298
O1 -3.154 0.065 -0.485
C13 -1.636 0.183 1.291
C14 -1.516 -0.603 2.699
C15 -2.569 1.457 1.643
C16 -0.169 0.670 0.853
H1 3.333 -1.148 2.198
H2 3.122 -2.075 0.637
H3 1.644 -1.455 1.590
H4 2.602 0.994 1.112
H5 4.808 -0.682 -0.396
H6 4.920 0.445 1.046
H7 4.604 1.191 -0.584
H8 2.116 -0.658 -1.519
H9 2.234 1.143 -1.445
H10 0.376 0.848 -2.682
H11 -1.327 0.498 -2.178
H12 -1.179 2.815 -0.713
H13 -1.208 2.866 -2.520
H14 0.573 -2.062 -0.196
H15 0.049 -1.581 -1.864
H16 -2.209 -1.406 -2.565
H17 -2.036 -3.122 -2.012
H18 -3.529 -2.246 -1.496
H19 -0.702 -3.080 1.217
H20 -2.542 -3.097 1.068
H21 -1.447 -3.976 -0.176
H22 -2.501 -1.024 3.049
H23 -1.052 0.133 3.435
H24 -0.717 -1.409 2.562
H25 -2.230 1.775 2.688
H26 -3.657 1.178 1.749
H27 -2.377 2.342 0.975
H28 -0.192 1.808 0.953
H29 0.509 0.339 1.710

Entry 2:
Molecular formula: C16H29GeN2O5PdSe
Method: DFT, wB97M-V/def2-TZVPD

spin multiplicity: 3
net charge: +1
HOMO-LUMO gap (spin up / spin down): 8.2 / 6.4 eV

Geometry (Å):
Pd1 0.267 0.756 0.004
C1 -3.964 0.434 -3.174
O1 -2.578 0.084 -3.043
C2 -1.839 0.548 -2.053
O2 -0.662 0.229 -1.989
N1 -2.439 1.400 -1.172
N2 -1.710 1.845 -0.057
H1 -4.301 -0.069 -4.073
H2 -4.080 1.511 -3.299
H3 -4.536 0.062 -2.322
H4 -3.435 1.533 -1.160
H5 -2.143 1.510 0.800
H6 -1.657 2.858 -0.057
C3 -4.653 -3.189 2.947
O3 -4.048 -2.388 3.953
C4 -2.986 -1.642 3.620
C5 -2.408 -0.918 4.690
C6 -1.308 -0.163 4.447
C7 -0.722 -0.034 3.153
C8 0.474 0.751 3.038
C9 1.208 1.196 4.278
O4 0.996 1.137 1.961
C10 -1.328 -0.754 2.072
O5 -0.912 -0.758 0.843
C11 -2.463 -1.557 2.350
H7 -5.462 -3.721 3.438
H8 -3.938 -3.903 2.536
H9 -5.057 -2.567 2.145
H10 -2.846 -0.998 5.674
H11 -0.867 0.376 5.272
H12 1.333 0.388 4.995
H13 0.651 1.999 4.768
H14 2.178 1.587 3.985
H15 -2.870 -2.115 1.520
C12 2.487 3.090 -4.920
Ge1 3.781 2.113 -3.838
C13 4.726 0.764 -4.876
C14 5.015 3.347 -2.968
C15 2.737 1.160 -2.448
Se1 1.884 2.370 -1.176
C16 3.304 2.499 0.142
H16 2.995 3.648 -5.707
H17 1.930 3.801 -4.309
H18 1.781 2.405 -5.391
H19 5.290 1.236 -5.680
H20 4.026 0.057 -5.320
H21 5.426 0.210 -4.249
H22 5.628 3.844 -3.719
H23 5.683 2.824 -2.282
H24 4.473 4.117 -2.417
H25 3.338 0.458 -1.869
H26 1.922 0.601 -2.909
H27 4.122 3.076 -0.278
H28 3.635 1.502 0.419
H29 2.887 2.997 1.012

Entry 3:
Molecular formula: C16H30BBeFN2O12
Method: DFT, wB97M-V/def2-TZVPD

HOMO-LUMO gap: 1.7 eV

Geometry (Å):
Be1 -17.806 -10.297 10.124
O1 -21.737 -9.014 6.852
C1 -22.749 -8.453 6.329
O2 -23.973 -9.015 6.264
B1 -24.962 -7.949 6.050
O3 -24.166 -6.707 5.823
C2 -22.895 -6.965 6.072
O4 -21.949 -6.151 6.168
O5 -25.850 -7.878 7.214
C3 -27.096 -8.075 6.862
O6 -28.047 -8.263 7.586
C4 -27.132 -8.209 5.310
O7 -25.890 -8.136 4.891
O8 -28.191 -8.317 4.654
F1 -16.825 -7.203 8.268
C5 -21.209 -8.784 11.742
O9 -19.857 -8.752 12.104
C6 -19.602 -7.722 13.111
C7 -18.253 -8.009 13.751
N1 -17.163 -8.063 12.759
C8 -15.919 -8.519 13.450
C9 -14.797 -8.558 12.457
O10 -14.962 -9.477 11.397
C10 -13.827 -9.569 10.524
H1 -21.362 -9.591 11.025
H2 -21.438 -7.860 11.212
H3 -21.835 -8.992 12.610
H4 -20.393 -7.825 13.854
H5 -19.688 -6.764 12.597
H6 -18.230 -8.851 14.443
H7 -18.030 -7.129 14.353
H8 -16.976 -7.092 12.557
H9 -15.945 -9.504 13.915
H10 -15.574 -7.853 14.241
H11 -13.818 -8.734 12.904
H12 -14.585 -7.554 12.087
H13 -13.284 -8.637 10.367
H14 -14.058 -9.902 9.512
H15 -13.099 -10.250 10.964
C11 -20.144 -14.045 8.797
O11 -19.641 -13.237 9.873
C12 -19.604 -13.912 11.147
C13 -18.216 -14.689 11.266
N2 -17.070 -13.778 11.163
C14 -15.895 -14.373 10.411
C15 -16.167 -14.380 8.884
O12 -16.594 -13.141 8.375
C16 -16.781 -13.119 6.980
H16 -19.775 -15.063 8.669
H17 -19.929 -13.511 7.871
H18 -21.230 -13.970 8.859
H19 -20.473 -14.563 11.242
H20 -19.691 -13.150 11.922
H21 -18.154 -15.461 10.499
H22 -18.167 -15.059 12.291
H23 -16.757 -13.791 12.123
H24 -15.650 -15.380 10.747
H25 -15.074 -13.671 10.559
H26 -16.781 -15.248 8.645
H27 -15.194 -14.632 8.463
H28 -17.550 -13.845 6.715
H29 -15.821 -13.323 6.506
H30 -17.125 -12.148 6.624

Entry 4:
Molecular formula: C16H30BBrO12S
Method: DFT, wB97M-V/def2-TZVPD

SMILES: O=C1O[C@](CCCBr)(C[SH](=O)=O)[C@@H](COCOCCO)[C@@H]1CB(O)O.COC(=O)OC
HOMO-LUMO gap: 9.8 eV

Geometry (Å):
O1 2.618 -2.048 1.412
C1 2.467 -1.215 0.534
O2 2.700 0.126 0.707
C2 2.306 0.850 -0.472
C3 3.522 1.124 -1.388
C4 4.794 0.298 -1.142
C5 5.633 0.812 0.031
Br1 5.926 -0.558 1.382
C6 1.757 2.186 0.070
S1 1.485 3.483 -1.138
O3 0.165 4.019 -1.012
O4 2.596 4.395 -1.066
C7 1.226 -0.080 -1.031
C8 0.528 0.238 -2.326
O5 -0.484 1.180 -2.061
C9 -1.685 0.960 -2.753
O6 -2.684 1.717 -2.163
C10 -3.057 1.219 -0.895
C11 -4.082 0.085 -0.978
O7 -3.744 -0.881 0.019
C12 1.948 -1.434 -0.880
C13 1.066 -2.668 -1.051
B1 1.226 -3.347 -2.467
O8 1.706 -2.657 -3.593
O9 0.900 -4.656 -2.597
H1 3.200 0.933 -2.409
H2 3.833 2.159 -1.299
H3 4.608 -0.764 -1.077
H4 5.393 0.438 -2.039
H5 6.620 1.114 -0.283
H6 5.153 1.660 0.501
H7 0.794 2.024 0.540
H8 2.469 2.607 0.768
H9 1.568 2.831 -2.325
H10 0.456 -0.112 -0.258
H11 1.208 0.568 -3.113
H12 0.066 -0.687 -2.679
H13 -1.619 1.298 -3.784
H14 -1.951 -0.104 -2.709
H15 -3.486 2.053 -0.351
H16 -2.208 0.870 -0.310
H17 -4.053 -0.341 -1.978
H18 -5.062 0.494 -0.753
H19 -4.147 -1.702 -0.259
H20 2.734 -1.438 -1.630
H21 1.279 -3.397 -0.277
H22 0.026 -2.347 -0.960
H23 0.985 -2.191 -4.016
H24 1.094 -4.967 -3.483
C14 -5.347 0.083 6.744
O10 -4.146 -0.500 6.236
C15 -3.980 -0.348 4.924
O11 -4.736 0.217 4.180
O12 -2.835 -0.930 4.582
C16 -2.526 -0.844 3.188
H25 -5.353 -0.113 7.812
H26 -5.355 1.158 6.572
H27 -6.221 -0.374 6.285
H28 -2.429 0.195 2.881
H29 -3.288 -1.337 2.590
H30 -1.576 -1.352 3.051

Entry 5:
Molecular formula: C16H30Br6N2O12S3
Method: DFT, wB97M-V/def2-TZVPD

SMILES: O=S1(=O)OCCO1.O=S1(=O)OCCO1.O=S1(=O)OCCO1.BrCCBr.BrCCBr.BrCCBr.CC#N.CC#N
HOMO-LUMO gap: 9.7 eV

Geometry (Å):
C1 4.787 -3.446 -3.743
C2 3.841 -2.492 -2.943
O1 3.149 -3.381 -2.118
S1 2.825 -4.830 -2.894
O2 2.011 -4.498 -4.101
O3 2.503 -5.981 -2.080
O4 4.448 -4.796 -3.397
H1 5.816 -3.283 -3.422
H2 4.730 -3.195 -4.802
H3 3.156 -1.891 -3.541
H4 4.282 -1.886 -2.151
C3 1.096 5.261 -0.475
C4 2.369 5.209 -1.275
O5 3.033 4.133 -0.700
S2 1.968 2.942 -0.334
O6 2.241 2.345 1.019
O7 1.760 2.004 -1.472
O8 0.640 3.950 -0.358
H5 0.358 5.902 -0.959
H6 1.150 5.618 0.553
H7 2.941 6.128 -1.153
H8 2.233 4.884 -2.307
C5 -6.155 -1.671 2.122
C6 -4.721 -1.074 2.052
O9 -4.041 -2.282 1.802
S3 -4.823 -3.399 0.811
O10 -4.799 -4.710 1.413
O11 -4.428 -3.170 -0.543
O12 -6.291 -2.671 1.115
H9 -6.911 -0.886 2.107
H10 -6.286 -2.281 3.016
H11 -4.436 -0.660 3.020
H12 -4.611 -0.339 1.255
Br1 1.103 2.088 5.605
C7 2.600 1.044 4.803
C8 2.080 0.200 3.585
Br2 3.661 -0.316 2.534
H13 3.163 0.589 5.617
H14 3.272 1.772 4.347
H15 1.495 0.746 2.845
H16 1.468 -0.676 3.800
Br3 -2.241 -0.197 -1.095
C9 -1.234 -1.059 0.434
C10 0.291 -0.868 0.158
Br4 0.931 -1.661 -1.634
H17 -1.526 -2.096 0.598
H18 -1.572 -0.466 1.285
H19 0.968 -1.146 0.965
H20 0.589 0.179 0.113
Br5 -1.020 3.626 -5.622
C11 -1.222 2.294 -4.129
C12 -1.896 2.908 -2.914
Br6 -3.897 2.988 -3.303
H21 -0.198 2.098 -3.810
H22 -1.655 1.354 -4.470
H23 -1.449 3.880 -2.708
H24 -1.704 2.274 -2.048
C13 -3.012 3.531 2.136
C14 -1.934 2.544 2.240
N1 -1.057 1.772 2.370
H25 -3.463 3.592 3.127
H26 -3.856 3.242 1.510
H27 -2.568 4.460 1.779
C15 1.786 -4.204 0.560
C16 1.449 -3.759 1.910
N2 1.204 -3.418 3.001
H28 1.932 -5.282 0.630
H29 2.706 -3.649 0.379
H30 0.969 -3.939 -0.112

Entry 6:
Molecular formula: C16H30FN4O7S
Method: DFT, wB97M-V/def2-TZVPD

SMILES: CCNC1=[N+](CNC)[C@H](N)[C@](CCCOC(C)=O)(S(=O)(=O)F)[C@]1(O)COC(C)=O
net charge: +1
HOMO-LUMO gap: 9.5 eV

Geometry (Å):
C1 -0.232 2.359 3.388
C2 -0.073 2.979 2.012
N1 -0.931 2.324 0.998
C3 -0.603 1.198 0.394
N2 0.501 0.926 -0.244
C4 1.643 1.817 -0.580
N3 1.274 3.181 -0.756
C5 1.345 3.683 -2.126
C6 0.643 -0.507 -0.610
N4 1.132 -0.768 -1.916
C7 -0.715 -1.198 -0.197
C8 -0.543 -2.282 0.886
C9 0.119 -3.621 0.537
C10 1.593 -3.557 0.170
O1 2.157 -4.822 0.494
C11 3.509 -4.870 0.727
C12 4.402 -4.169 -0.270
O2 3.922 -5.479 1.661
S1 -1.401 -1.824 -1.748
O3 -1.645 -0.709 -2.598
O4 -0.718 -2.973 -2.199
F1 -2.793 -2.331 -1.221
C13 -1.559 0.024 0.439
O5 -1.745 -0.131 1.830
C14 -2.947 0.343 -0.152
O6 -3.516 1.441 0.557
C15 -4.186 2.373 -0.254
C16 -3.316 3.201 -1.160
O7 -5.364 2.466 -0.163
H1 -1.252 2.451 3.761
H2 0.081 1.315 3.416
H3 0.412 2.911 4.075
H4 0.965 2.958 1.696
H5 -0.368 4.028 2.040
H6 -1.875 2.218 1.365
H7 2.048 1.419 -1.510
H8 2.413 1.672 0.185
H9 1.746 3.791 -0.108
H10 2.334 3.558 -2.581
H11 1.102 4.743 -2.128
H12 0.603 3.176 -2.744
H13 1.394 -0.911 0.075
H14 0.842 -0.137 -2.650
H15 2.121 -0.958 -1.953
H16 -1.544 -2.534 1.241
H17 0.006 -1.822 1.709
H18 -0.430 -4.151 -0.237
H19 0.051 -4.240 1.433
H20 1.733 -3.321 -0.890
H21 2.093 -2.777 0.762
H22 5.212 -4.847 -0.526
H23 4.821 -3.278 0.200
H24 3.878 -3.881 -1.180
H25 -2.503 -0.701 2.006
H26 -2.925 0.559 -1.214
H27 -3.568 -0.533 0.035
H28 -3.908 4.042 -1.510
H29 -2.428 3.571 -0.648
H30 -3.008 2.607 -2.023

Entry 7:
Molecular formula: C16H30HfN4
Method: DFT, wB97M-V/def2-TZVPD

net charge: +4
HOMO-LUMO gap: 9.5 eV

Geometry (Å):
Hf1 -0.463 -0.088 0.067
C1 1.971 0.983 1.639
C2 1.128 2.250 1.577
N1 -0.236 2.002 0.956
C3 -0.495 2.948 -0.191
C4 0.239 2.473 -1.435
N2 -0.258 1.106 -1.837
C5 0.650 0.485 -2.884
C6 1.871 -0.181 -2.252
C7 1.672 -1.641 -1.852
N3 0.447 -1.882 -0.972
C8 0.745 -2.896 0.108
C9 1.420 -2.213 1.286
N4 0.571 -1.081 1.820
C10 1.426 -0.096 2.582
H1 2.971 1.277 1.962
H2 2.106 0.552 0.624
H3 1.650 3.017 1.005
H4 1.002 2.651 2.583
H5 -0.908 2.270 1.673
H6 -0.170 3.959 0.062
H7 -1.570 3.007 -0.379
H8 1.317 2.430 -1.266
H9 0.074 3.192 -2.240
H10 -1.133 1.287 -2.328
H11 0.959 1.267 -3.578
H12 0.071 -0.235 -3.464
H13 2.246 0.421 -1.414
H14 2.685 -0.171 -2.980
H15 2.560 -1.997 -1.331
H16 1.573 -2.250 -2.751
H17 -0.218 -2.344 -1.593
H18 1.405 -3.676 -0.277
H19 -0.173 -3.400 0.414
H20 2.393 -1.813 0.991
H21 1.611 -2.953 2.066
H22 -0.036 -1.509 2.517
H23 2.246 -0.629 3.065
H24 0.840 0.347 3.389
C11 -2.500 -1.848 -0.094
C12 -2.762 -0.808 -1.002
C13 -3.046 0.483 -0.522
C14 -3.035 0.736 0.857
C15 -2.736 -0.294 1.761
C16 -2.483 -1.589 1.285
H25 -2.493 -2.876 -0.447
H26 -2.944 -1.043 -2.048
H27 -3.443 1.233 -1.200
H28 -3.417 1.682 1.233
H29 -2.884 -0.130 2.825
H30 -2.449 -2.418 1.988

Entry 8:
Molecular formula: C16H30O2
Method: DFT, wB97M-V/def2-TZVPD

SMILES: CCCCCC/C=C\CCCCCCCC(=O)O
HOMO-LUMO gap: 9.9 eV

Geometry (Å):
C1 -6.264 1.807 -0.338
C2 -6.120 0.544 -1.183
C3 -5.552 -0.641 -0.398
C4 -4.080 -0.474 -0.035
C5 -3.540 -1.690 0.716
H1 -4.087 -1.807 1.653
C6 -2.041 -1.555 1.017
C7 -1.231 -1.634 -0.237
C8 -0.603 -0.644 -0.860
C9 -0.528 0.795 -0.458
H2 -0.945 1.401 -1.268
C10 0.921 1.226 -0.220
C11 1.511 0.566 1.028
C12 3.011 0.821 1.178
C13 3.851 -0.060 0.258
C14 5.336 0.288 0.338
C15 6.170 -0.649 -0.537
C16 7.639 -0.323 -0.584
O1 8.436 -0.879 -1.292
O2 7.997 0.659 0.255
H3 8.951 0.820 0.186
H4 6.082 -1.678 -0.178
H5 5.804 -0.644 -1.567
H6 5.486 1.317 0.010
H7 5.677 0.217 1.371
H8 3.514 0.055 -0.774
H9 3.706 -1.107 0.537
H10 3.221 1.872 0.972
H11 3.308 0.625 2.214
H12 1.327 -0.509 0.987
H13 0.987 0.956 1.904
H14 1.517 0.958 -1.094
H15 0.964 2.312 -0.108
H16 -1.120 0.986 0.437
H17 -0.060 -0.871 -1.769
H18 -1.195 -2.622 -0.677
H19 -1.862 -0.618 1.547
H20 -1.741 -2.375 1.676
H21 -3.707 -2.589 0.118
H22 -3.497 -0.328 -0.946
H23 -3.951 0.411 0.591
H24 -6.140 -0.779 0.514
H25 -5.663 -1.545 -1.001
H26 -5.473 0.752 -2.037
H27 -7.104 0.268 -1.569
H28 -5.296 2.163 0.001
H29 -6.885 1.608 0.537
H30 -6.734 2.597 -0.916

no.,total energy (eV)
1,-28749.15572
2,-155615.34395
3,-48415.30003
4,-123203.40715
5,-497383.22849
6,-50917.34407
7,-24304.43330
8,-21174.36487